The following is a quantum chemistry calculation of a cluster of 8 separate species, C16H32Br16 in total, from OMol25.

Last column: Löwdin charge in e.
Geometry (Å):
Br1 0.92 2.05 3.67  0.627
H1 4.63 2.87 4.15  0.064
H2 -2.01 3.74 0.24  0.053
H3 0.37 -1.57 1.18  0.023
C1 2.51 2.91 4.37  -0.656
H4 -0.82 -3.57 -2.81  -0.017
Br2 -3.91 2.99 1.66  0.621
H5 -4.37 1.34 -1.30  0.036
H6 -0.76 0.63 1.97  -0.019
Br3 0.26 0.83 -4.10  0.644
H7 2.20 -2.84 4.23  0.053
H8 -3.20 -3.99 -2.35  0.026
H9 2.16 -5.17 4.26  0.056
H10 1.38 -3.31 2.70  0.041
H11 -6.57 0.13 -1.09  0.063
Br4 -0.02 -5.77 3.30  0.610
Br5 3.96 0.46 3.94  0.611
C2 -5.91 0.00 -1.95  -0.726
H12 -4.36 -0.25 -0.52  -0.029
H13 3.61 2.93 -3.00  0.053
H14 -2.57 5.30 2.79  0.042
H15 -1.44 3.17 1.83  0.013
H16 -1.16 0.93 0.28  0.056
H17 2.50 -1.29 -4.28  0.057
H18 0.63 -1.31 -2.82  0.048
Br6 -3.25 -0.36 -2.79  0.622
C3 -2.53 -4.80 -2.60  -0.696
H19 5.53 3.07 -0.63  0.046
C4 -2.16 3.79 1.31  -0.685
C5 0.16 -0.71 0.55  -0.726
Br7 1.74 0.37 0.24  0.655
H20 1.46 -1.26 -5.71  0.048
H21 -0.37 -5.22 -2.32  0.053
C6 4.86 3.53 -1.35  -0.720
H22 2.41 3.97 4.20  0.059
Br8 -6.44 1.24 -3.33  0.626
Br9 1.38 -3.53 -4.76  0.663
H23 3.76 2.56 2.65  0.045
H24 3.26 2.10 -1.51  -0.008
C7 -2.10 5.21 1.81  -0.711
H25 4.21 4.20 -0.79  0.055
H26 2.52 2.61 5.42  0.050
C8 3.77 2.37 3.72  -0.707
H27 -5.99 -1.02 -2.32  0.048
C9 -1.10 -4.42 -2.19  -0.692
Br10 -3.14 6.44 0.73  0.615
H28 -2.89 -5.70 -2.12  0.057
H29 0.94 -4.68 5.40  0.055
C10 0.42 -1.07 -3.86  -0.764
C11 1.31 -3.28 3.77  -0.697
Br11 5.19 1.00 -2.60  0.603
C12 -0.95 0.15 1.01  -0.702
C13 4.07 2.51 -2.11  -0.706
Br12 -0.16 -2.15 4.32  0.629
H30 -1.10 5.61 1.92  0.059
Br13 5.89 4.68 -2.52  0.617
C14 1.19 -4.68 4.35  -0.703
Br14 -2.58 -0.88 1.27  0.665
C15 -4.52 0.28 -1.46  -0.722
Br15 -2.64 -4.94 -4.55  0.606
C16 1.54 -1.59 -4.68  -0.686
H31 -0.53 -1.53 -4.11  0.026
Br16 -1.17 -3.90 -0.32  0.670
H32 -0.04 -1.20 -0.40  0.000

## Properties
**HOMO-LUMO gap**: 9.91 eV
**Multiplicity**: 1
**Energy relative to the best compared isomer or geometry (same formula, charge and spin)**: 88.6 kJ/mol
**DFT total energy**: -1137791.861 eV
**HOMO**: -10.016 eV
**Largest force on an atom**: 1.487 eV/A
**SMILES**: BrCCBr.BrCCBr.BrCCBr.BrCCBr.BrCCBr.BrCCBr.BrCCBr.BrCCBr